[1]
Density functional theory data (ωB97M-V/def2-TZVPD) for a 5-piece molecular cluster, C4H16O4 overall at a distorted geometry.

The geometry in ORCA input format:
```
! wB97M-V def2-TZVPD RIJCOSX def2/J DEFGRID3
* xyz -1 2
H -2.57775 -1.61741 -1.11543
H 0.44432 -3.81563 0.18083
H -0.25063 1.73033 -3.34681
C 0.21954 1.23999 -2.48640
O 2.24328 0.68907 2.14232
O 1.01047 2.77109 0.85253
H -1.97862 0.76266 2.75614
H -1.56459 1.10880 -1.20969
O 0.99925 -3.08934 0.50300
H 0.55352 -2.71417 1.28469
H 1.36989 2.17603 1.53761
C -0.72028 -0.84491 -1.56920
H -0.55598 1.13474 3.00945
C -1.58405 -1.66240 -0.66179
O -1.42555 1.17675 3.44472
H -1.33964 -2.71226 -0.74404
H 0.11453 -1.28299 -2.09880
H 2.20647 -0.03252 1.49744
H 0.92889 1.96434 -2.07046
H 0.40333 2.28605 0.28345
H 0.93001 0.47025 -2.80843
C -0.78002 0.48966 -1.63121
H 3.01177 1.19142 1.84503
H -1.65818 -1.41956 0.40503
*
```

For the energy above the lowest of the compared OMol25 structures with the same formula, charge and spin, the calculation gives 49.3 kJ/mol. As for the orbital gap (alpha / beta): 3.062 / 9.607 eV. As for the expectation value of S²: 0.75.

[2]
Density functional theory data (ωB97M-V/def2-TZVPD) for a 2-piece molecular cluster, C16H30BI2N3O4 overall at a distorted geometry.

The geometry in ORCA input format:
```
! wB97M-V def2-TZVPD RIJCOSX def2/J DEFGRID3
* xyz 0 1
B 2.63311 1.39234 2.37347
H 4.10583 2.58513 2.88155
N 1.90706 0.55692 -2.59124
C 4.47570 0.97886 -0.72915
I 3.65228 3.91503 -0.90668
H 0.52947 -1.62209 0.25647
H -0.62542 0.64875 -0.95726
O 2.23814 0.99802 3.62704
I 0.65556 2.88942 0.13894
H -1.92688 -5.27350 -0.77112
H -0.34796 -2.35999 -1.02535
C -4.77520 3.92057 -0.52309
H 3.03728 -0.20946 0.93364
H 1.29817 -6.07260 1.52530
C 5.34187 1.16519 0.30119
H -3.85036 4.39554 -0.85694
C -0.32475 -1.47067 -0.40191
C -4.56428 2.40286 -0.39180
H 5.50417 0.39374 1.05216
C -2.87771 0.81428 0.75960
C 3.25820 1.79804 -0.98731
H -1.53057 -6.91898 -0.41904
C -2.73758 -0.52743 0.00120
H 1.33128 -0.04682 1.35819
N 0.51527 -6.39992 0.99164
H -3.67800 -1.06678 0.13051
C -0.03254 -0.21641 -1.25289
C -0.27307 -5.45485 0.39629
H -2.55027 1.93542 -1.07731
H -2.64775 2.90302 0.37474
H -1.95777 -2.44008 0.53999
C 2.23706 0.51423 1.11012
H -4.92551 1.92267 -1.30445
H 2.01691 -0.72768 -1.02496
C 2.83784 1.59948 -2.47805
H -3.70219 0.75564 1.47381
H -1.29925 -1.17162 1.51498
O 3.21959 2.24031 -3.41898
H -5.17464 2.02455 0.43037
O -0.05100 -4.26081 0.49770
H 1.66719 0.22565 3.60277
C -3.09291 2.04296 -0.13483
C -1.58316 -1.41680 0.48887
H -5.55366 4.17670 -1.23963
H 0.34939 -7.38525 0.91971
H 5.91996 2.07910 0.40601
N -1.32975 -5.94226 -0.32237
H 1.14581 1.00233 -3.10300
H 4.66811 0.15526 -1.42198
H -0.25484 -0.44711 -2.29667
C 1.95105 1.23205 -0.21718
O 3.35959 2.55081 2.27601
H -5.01500 4.35181 0.44921
H -1.97451 0.98608 1.35193
H -2.65188 -0.30731 -1.06535
C 1.45256 0.18572 -1.24490
*
```

As for the orbital gap: 7.772 eV.

[3]
Density functional theory data (ωB97M-V/def2-TZVPD) for C30H37Cl4N7O6Zr as an isolated structure at a distorted geometry.

The geometry in ORCA input format:
```
! wB97M-V def2-TZVPD RIJCOSX def2/J DEFGRID3
* xyz 2 1
H -2.78534 4.12871 0.30503
H 2.18209 2.24555 4.34262
N -1.63260 1.29120 -0.11966
N -2.04590 1.54902 1.22322
Cl 0.69426 -7.05345 0.65077
O -0.00476 3.69370 0.99137
H 1.85304 0.57743 4.00454
C 4.96538 1.40057 0.61125
C 2.99462 1.44380 2.46191
H -2.64276 1.37204 -4.64787
C -3.24026 2.86744 2.82920
H -2.73607 2.21286 3.54219
H 0.17497 1.67902 -6.55713
C -3.31199 2.26371 1.43464
C -1.09034 -4.46859 0.47596
H 0.50909 3.08010 3.14436
H -0.12854 -2.32009 2.91888
H 2.15523 2.68045 -3.69331
N -0.88015 -4.93628 -0.84962
Zr 0.38904 1.56880 0.79544
N 2.64104 1.72542 1.12932
C -1.72653 -3.71285 3.09027
C -0.71767 -3.07437 2.38906
C -0.64685 1.61697 -4.09534
C 4.28409 1.12955 2.92048
Cl -1.88936 6.56727 2.23769
O 0.82120 2.19037 -1.12773
H 1.84249 2.09720 -6.17503
C -0.40885 -3.38347 1.04847
N -1.68051 1.34675 -4.91575
C -4.46070 1.20133 1.33219
H 3.00931 -7.31063 -0.71442
C 3.71909 1.81131 0.30704
O 0.43704 4.37360 3.06076
H 0.78339 -2.65089 -0.63925
H 2.27135 0.97665 -3.23748
H -5.45071 1.63983 1.61357
H 3.43260 2.16110 -0.67456
O 1.24598 -0.30494 -0.09232
H -4.32990 0.31057 2.03057
O -0.09822 -0.54853 1.68262
H -2.06148 0.72356 1.83861
C 0.52512 1.99349 -2.33453
C 0.66675 -4.95999 -2.73893
Cl 0.94804 7.06947 1.74422
H -0.54207 5.96307 0.34968
H -1.87386 -3.35863 4.09066
H -2.03728 0.41922 -0.49122
C 0.61544 -1.07018 0.77015
H -3.34082 -5.03644 3.04580
H -4.28983 2.98520 3.14981
H -4.52662 0.90698 0.28463
C -2.13353 -5.08689 1.19052
C 1.01323 1.39965 -5.93410
H -1.65307 -4.88448 -1.50504
C 1.14166 -6.29806 -0.77414
H 3.63590 -6.57514 -2.98765
C 0.04505 4.61191 1.85819
H -1.83033 2.05934 -0.76088
O 0.68328 1.89705 2.92325
C 2.39142 -6.64935 -1.27548
H -4.55079 3.74091 0.56750
C 2.73364 -6.19482 -2.56200
C 0.71988 -2.55702 0.47272
C -0.39467 6.00556 1.40992
N -0.77053 1.91780 -2.80961
H -1.55061 1.03547 -5.91650
C -2.52887 -4.67074 2.48761
C 1.87493 -5.37973 -3.26459
C 1.58123 1.77367 -3.42556
H 1.35979 0.41169 -6.23680
C -3.56570 3.33525 0.33807
H 6.33704 0.82053 2.20622
C 1.99072 1.51564 3.53703
H -2.76987 3.85154 2.85765
H 1.70669 -2.92224 0.90638
H -3.62085 2.91787 -0.67771
H 4.42598 0.92408 4.02545
C 0.31591 -5.33483 -1.39862
H 5.74703 1.39106 -0.17185
H -2.70003 -5.80562 0.58332
Cl -0.25965 -3.78883 -3.52591
H 2.08776 -5.05016 -4.31163
C 5.31469 1.10785 1.95163
N 0.64193 1.40711 -4.52024
*
```

For the energy above the lowest of the compared OMol25 structures with the same formula, charge and spin, the calculation gives 0.0 kJ/mol. As for the orbital gap: 6.008 eV.

[4]
Density functional theory data (ωB97M-V/def2-TZVPD) for a 2-piece molecular cluster, C2H9N3O overall at a distorted geometry.

The geometry in ORCA input format:
```
! wB97M-V def2-TZVPD RIJCOSX def2/J DEFGRID3
* xyz 0 1
H 1.67875 -0.13801 -1.77925
H -1.21813 -1.93776 -0.11337
N 1.41760 0.16204 1.21726
H -1.47267 2.04615 -0.25331
H 1.44087 -0.88576 1.41373
C -1.64413 1.02701 0.10173
C -0.82161 -0.13919 -0.50555
N 2.10490 -0.34104 -0.89220
H 2.19996 -1.24980 -0.62157
H 0.59308 0.44923 1.72540
O -0.83297 -1.23423 0.31441
H -1.43469 1.17739 1.09160
N 1.57109 0.60656 -0.02476
H -0.83517 -0.47854 -1.47294
H -2.74689 0.93598 -0.20117
*
```

For the energy above the lowest of the compared OMol25 structures with the same formula, charge and spin, the calculation gives 612.5 kJ/mol. As for the orbital gap (alpha / beta): 7.264 / 7.904 eV.

[5]
Density functional theory data (ωB97M-V/def2-TZVPD) for one molecule with the formula C19H30N2O3S.

The geometry in ORCA input format:
```
! wB97M-V def2-TZVPD RIJCOSX def2/J DEFGRID3
* xyz 0 1
H -4.43341 -3.48133 2.15219
H 0.50668 2.69231 -4.22993
H -1.41170 -5.22095 0.85224
C -4.30059 -3.12619 -1.12185
N 1.79158 2.96325 -1.82160
H 0.88219 4.54199 -0.92769
O 4.05630 2.29829 -0.92438
H 0.40649 2.52591 1.09875
H -0.97032 -1.60792 2.40248
C -4.46838 -1.70951 0.93324
H -3.18611 -2.30411 2.55386
H -0.82082 0.59589 2.06804
H -2.85760 -4.71988 -0.98592
C 0.58264 -0.85742 1.33432
H -3.75481 -0.98662 0.52892
C -3.71635 -2.77690 1.72372
H 3.33589 -0.09724 -0.48817
C -3.53935 -4.18124 -0.32461
S 2.75431 2.70434 -0.47580
H -6.00046 -3.02267 0.19169
C 2.42082 0.02751 0.06810
C 1.12184 4.24568 -1.95382
H -2.66027 -5.27094 2.09880
C -0.19410 4.07875 -2.72699
H 1.52865 6.24914 -2.65983
H -3.58798 -2.43724 -1.58159
C -0.94668 -4.06727 2.59155
H -0.79886 3.33545 -2.20409
H -5.76219 -1.57364 -0.78811
H 2.41973 4.98689 -3.52480
C -1.96051 -4.61492 1.57608
C 2.05005 5.30143 -2.55121
H -4.24580 -4.90524 0.08844
O 1.05955 -3.75047 1.31975
H -0.44593 -4.91327 3.06449
H -2.03906 -2.82939 0.37644
H 0.53607 4.38414 -4.74526
C -2.74706 -3.53989 0.81814
C 0.11314 -3.24857 1.87846
H -1.44696 -3.48415 3.36480
H 2.90001 5.44088 -1.88729
C 0.76066 1.51678 0.96407
C 0.08883 0.43939 1.50493
H -4.86568 -3.60589 -1.92336
H 2.13788 -2.05773 0.48199
C 1.75736 -1.05826 0.60962
O 2.63755 3.82466 0.41374
C -5.24557 -2.34552 -0.21434
N -0.13733 -1.90121 1.91053
C 1.92356 1.30266 0.24916
C -0.01854 3.64243 -4.17717
H -5.15230 -1.17200 1.59382
H -0.72746 5.03071 -2.69663
H -0.99271 3.51893 -4.64501
H 2.29135 2.68704 -2.65282
*
```

For the energy above the lowest of the compared OMol25 structures with the same formula, charge and spin, the calculation gives 14.4 kJ/mol. As for the orbital gap: 9.332 eV. As for the SMILES: CC[C@H](C)NS(=O)(=O)c1ccc(NC(=O)CCC2CCCCC2)cc1.